The following is a quantum chemistry calculation of one molecule with the formula C13H8N8, from the OMol25 dataset.

## Properties
calculated total energy = -938.18045 hartree
Kohn-Sham gap = 0.324 Eh
F_max = 3.051 eV/A
relative energy (zero: lowest compared OMol25 entry of this formula, charge and spin) = 16.7 kJ/mol
spin multiplicity = 1
SMILES = Cc1cc2nnc(-c3ccc(C#N)cc3)n2c2nnnn12

Last column: Löwdin charge in e.
Cartesian coordinates (Å):
N -1.3495 1.6930 1.3541  0.102
N 2.2429 -1.0685 1.2479  -0.004
H 3.7967 -0.5821 4.2422  0.077
H -4.5990 0.7485 -2.3237  0.119
C -2.7818 0.4420 -3.4704  -0.240
H 4.6721 -0.9032 2.7632  0.103
C 1.6651 0.4439 3.0329  0.093
N 2.8153 -2.1397 0.6303  0.078
C -1.3952 0.4031 -3.3673  -0.013
C -2.8933 0.7411 -1.0383  -0.009
N 2.0081 -2.4164 -0.3555  -0.012
C -0.7492 0.5625 -2.1151  0.001
C 0.4709 0.8509 2.2052  -0.274
H -3.4820 0.8555 -0.1416  0.112
N 0.2731 0.3396 0.9569  0.121
H 0.3310 0.5763 -2.0408  0.101
C -3.4415 0.2834 -4.7282  -0.168
N 0.9275 -1.5891 -0.3995  0.097
C 2.5264 -0.5091 2.5120  -0.224
H 1.8488 0.9128 3.9941  0.119
C -0.8705 0.9086 0.4187  -0.220
C 3.6860 -1.0670 3.2759  -0.039
C -3.5195 0.6616 -2.2999  -0.005
N -0.4905 1.6957 2.4666  0.086
N -4.0352 0.0652 -5.7163  0.158
H 3.5524 -2.1539 3.4518  0.097
C -1.5037 0.6885 -0.8979  -0.134
H -0.7803 0.3061 -4.2490  0.117
C 1.0746 -0.7493 0.5916  -0.241

The following is a quantum chemistry calculation of a 8-piece molecular cluster, C24H64O8 overall, from the OMol25 dataset.

## Properties
calculated total energy = -1554.28427 hartree
Kohn-Sham gap = 0.359 Eh
F_max = 13.840 eV/A
relative energy (zero: lowest compared OMol25 entry of this formula, charge and spin) = 1189.6 kJ/mol
spin multiplicity = 1
SMILES = CC(C)O.CC(C)O.CC(C)O.CC(C)O.CC(C)O.CC(C)O.CC(C)O.CC(C)O

Last column: Löwdin charge in e.
Cartesian coordinates (Å):
H 2.0466 -30.4806 -21.8809  0.091
H -4.5996 -31.9043 -17.3457  0.029
O -0.9219 -30.2594 -18.7478  0.003
C -4.8309 -30.3076 -20.0774  -0.054
H -2.4734 -31.5114 -17.0733  0.050
H 4.6778 -32.0141 -16.7450  0.085
H -3.5308 -29.2419 -17.4385  0.133
H 0.6241 -28.7576 -16.0221  0.075
H -6.0514 -28.8809 -21.6751  0.089
O -2.1836 -28.7688 -16.1073  0.033
H -5.8971 -30.5461 -19.7386  0.115
H -0.1743 -33.1056 -13.3886  0.124
H -0.3790 -27.4859 -21.9216  0.098
H 2.6552 -27.3447 -18.9788  0.090
C 0.9976 -32.4551 -15.1498  -0.024
C -3.6519 -27.2824 -16.7056  -0.025
H 5.9221 -31.3241 -19.8100  0.085
H -5.8835 -32.7406 -18.1962  0.104
H -8.1489 -33.3137 -15.1511  0.080
H 2.1917 -29.5948 -16.3390  0.062
H -1.8711 -32.2016 -15.1199  0.079
H 2.1045 -27.8462 -15.7629  0.116
H 0.6414 -32.8764 -18.2897  0.057
H -4.7567 -27.2851 -16.8952  0.095
H 6.3962 -29.7998 -19.3763  0.070
C -4.2885 -29.4185 -15.4997  -0.031
H -2.6211 -29.0126 -21.1707  0.074
H -0.9995 -30.6874 -15.0180  0.031
H 0.7547 -33.0829 -15.9630  0.039
H 4.0758 -28.8065 -17.6936  0.063
H -0.2455 -28.6619 -20.6583  0.038
H -5.2867 -29.4710 -15.9043  0.073
C -7.7466 -32.7453 -15.9651  -0.024
H 1.2844 -31.5373 -15.6692  0.047
H -2.5700 -32.2100 -18.7231  0.090
H -1.7725 -33.0699 -17.5166  0.096
H -6.0246 -31.2256 -17.4228  0.022
H 3.8378 -32.5653 -18.1465  0.077
C -3.3438 -28.7335 -16.4464  -0.711
C -4.6803 -28.9485 -20.4794  -0.688
H -3.5824 -26.6533 -15.8464  0.073
H -5.9650 -33.9762 -16.2857  0.167
H -4.1698 -30.4678 -19.2041  0.061
C 4.0345 -31.6737 -17.5506  -0.024
H -8.0533 -31.7810 -15.9213  0.045
C 0.1529 -28.4299 -21.6374  -0.025
H -4.4383 -28.8481 -14.5814  0.094
H -1.4809 -29.7147 -18.1704  0.086
H 2.9615 -27.2185 -21.8742  0.115
O 2.0941 -27.2218 -21.4972  0.051
C 5.9737 -30.6825 -18.9082  -0.029
C 2.3377 -29.5873 -21.3673  -0.054
O 2.7975 -27.5562 -18.0916  0.068
H -5.8302 -31.5945 -14.8338  0.076
H 0.1183 -32.3111 -19.8168  0.068
H 2.0219 -29.8613 -20.3342  0.060
H 1.3983 -31.4478 -18.9356  0.077
H 3.4141 -29.4911 -21.4398  0.091
H -3.9796 -30.4651 -15.2036  0.090
H 1.6430 -29.0491 -18.4376  0.110
H -0.2893 -30.7846 -17.2116  0.138
H 6.6806 -31.0701 -18.2258  0.063
H -8.2476 -33.1771 -16.7605  0.055
H -3.0348 -26.9890 -17.5926  0.097
C 0.0364 -32.2260 -13.9169  -0.605
C 4.6146 -30.4102 -18.2864  -0.632
C 0.4149 -32.0011 -18.8572  0.003
H -4.3999 -30.9566 -20.8295  0.100
H 0.6150 -26.3079 -17.6911  0.115
C -0.7441 -31.2901 -18.1285  -0.674
H -0.3278 -27.7844 -17.9680  0.044
H 1.9607 -28.5124 -22.8665  0.128
C 0.6131 -27.3322 -18.1396  -0.026
H 0.6397 -27.1028 -19.2263  0.079
H -1.8838 -31.1567 -13.6258  0.101
C -1.9573 -32.0538 -17.8456  -0.028
O -5.1752 -28.6186 -21.5878  0.064
H 3.0687 -31.4878 -17.2674  -0.001
H -5.2314 -28.3950 -19.7330  0.138
C 1.7017 -28.3724 -21.8392  -0.644
C 1.7886 -28.1975 -17.8067  -0.684
H -3.2417 -27.4215 -20.6786  0.075
H 1.2544 -31.9918 -12.7480  0.111
O -5.6884 -32.4975 -14.9784  0.052
H 1.9402 -32.9979 -14.7466  0.108
H -2.7223 -28.4729 -19.5704  0.063
O 0.6015 -31.4411 -13.1447  0.042
H -2.0707 -28.6843 -15.1803  0.120
H 3.8255 -30.1792 -19.0144  0.118
C -6.2101 -32.8700 -16.0293  -0.601
H -0.3294 -29.1925 -22.2522  0.078
O 4.6146 -29.5342 -17.4405  0.046
C -3.2622 -28.4560 -20.5293  -0.015
C -5.6256 -32.1516 -17.2824  -0.047
C 1.6506 -28.6491 -16.3908  -0.001
C -1.2457 -31.5637 -14.4693  -0.033

The following is a quantum chemistry calculation of one molecule with the formula C5H10S, from the OMol25 dataset.

## Properties
calculated total energy = -594.65767 hartree
Kohn-Sham gap = 0.360 Eh
F_max = 1.647 eV/A
relative energy (zero: lowest compared OMol25 entry of this formula, charge and spin) = 98.2 kJ/mol
spin multiplicity = 1
SMILES = CCC1(S)CC1

Last column: Löwdin charge in e.
Cartesian coordinates (Å):
C -0.5339 -0.0800 -0.1135  -0.786
H -0.2685 1.8485 1.1233  0.109
H 0.9130 -0.8541 -1.5049  0.102
C 1.8815 -0.5606 0.4271  -0.097
C 0.8613 -0.1378 -0.6826  -0.251
H -1.3858 0.6369 1.7824  0.077
C -1.5783 0.9418 -0.4323  -0.159
S -1.2825 -1.6973 0.2228  0.788
H 1.6584 -1.5969 0.7185  0.057
H 2.9023 -0.5356 -0.0114  0.075
H 1.7893 0.0945 1.2984  0.069
C -0.9009 0.9859 0.9121  -0.131
H -1.1880 -2.1331 -1.0284  -0.135
H -1.3576 1.6636 -1.1906  0.095
H 1.1038 0.8315 -1.0307  0.094
H -2.6141 0.5927 -0.4900  0.093

The following is a quantum chemistry calculation of C16H37Br2CaCl2F3IMg2N3NbO11S4 as an isolated structure, from the OMol25 dataset.

## Properties
calculated total energy = -11015.78880 hartree
charge = +1
Kohn-Sham gap = 0.043 Eh
F_max = 6.479 eV/A
spin multiplicity = 1

Last column: Löwdin charge in e.
Cartesian coordinates (Å):
O -3.0481 -2.9417 2.8291  -0.387
O -4.5615 -4.5473 3.6808  -0.436
H -3.9514 -0.2053 1.3154  0.097
H 5.8417 4.6553 1.9738  0.113
H 4.3951 3.2829 0.1765  0.104
H -3.5421 -1.8962 1.3660  0.001
H -6.7486 -6.6734 -0.0262  0.105
H 6.4167 5.2849 -0.9593  0.123
H 6.7915 3.7841 -0.1128  0.118
H 0.0489 -1.4525 -8.1596  0.056
O 0.0860 -1.6535 4.9152  -0.492
S 3.6171 5.4982 -0.0792  0.669
C -0.0468 3.3422 0.2201  -0.339
O 1.7716 -4.3893 6.9188  -0.236
H 6.8815 5.9362 1.3682  0.117
H -1.2969 0.1750 -2.4069  0.073
C 4.7551 6.2897 1.0634  -0.216
N -4.4909 -7.5577 2.0443  0.152
S 2.4584 -3.2472 6.3934  0.514
H -1.7361 -0.8091 2.1929  -0.027
H -1.7669 3.0670 -2.2436  0.006
H 0.1188 -0.4926 -4.3312  0.009
F 1.6722 -2.0049 7.0830  -0.240
H 1.5291 -0.4489 -3.2819  0.059
O -3.1401 -3.3581 5.1475  -0.324
H -5.7012 -5.2841 0.2577  0.018
I -5.5220 -2.3215 -0.4254  0.827
H -0.1350 1.4084 -2.8191  0.092
C 1.7426 -2.5071 -7.3133  -0.754
O 2.4550 5.0248 0.6417  -0.341
H 0.1593 5.0163 -1.0403  0.084
H 1.0051 3.2380 0.4722  0.014
O 0.0130 -4.0238 4.3238  -0.189
Cl -3.9209 -3.2803 3.9469  0.646
H 5.0153 7.2623 0.6514  0.108
C -5.7102 -6.3537 0.0783  -0.019
Ca 1.1021 0.6317 5.1177  1.405
H -0.4672 4.0185 0.9636  0.042
O 3.4838 6.3240 -1.2479  -0.304
H -5.2043 -6.5583 -0.8660  0.123
S 0.7632 -2.8445 4.4088  0.469
C 6.0822 4.6074 -0.1717  -0.216
C -0.1386 3.9765 -1.1689  -0.388
C -3.3220 -0.9611 0.8553  -0.487
C -0.2370 0.4081 -2.4030  -0.382
H -0.0082 -3.2122 -8.3466  0.006
N 2.2721 -2.9652 4.8544  -0.284
H 4.2628 6.4155 2.0240  0.100
C -3.6868 -1.1979 -0.5957  -0.605
H -2.2393 1.5331 -0.7565  -0.050
H 0.5458 1.6374 2.4776  -0.122
H 0.5851 3.5662 -1.8637  0.096
C -1.8415 -0.7292 1.0993  -0.348
S -1.5524 5.2097 -3.1945  0.694
Cl 0.5517 -5.1824 -6.9146  0.017
H -0.2869 5.6554 -3.1369  -0.151
Mg -1.7573 1.0609 3.3879  0.766
H -3.8512 -0.3079 -1.1792  0.026
C 4.6730 4.1094 -0.4778  -0.231
N 0.2684 0.3618 -1.0220  -0.179
H 1.9420 -3.3005 -6.6171  -0.038
C 0.4572 -0.6013 -3.3010  -0.134
H 2.3568 -2.6428 -8.1999  0.066
Br 2.3990 -0.8753 -6.4977  0.638
C 0.2850 -2.4040 -7.6909  -0.705
C -5.0386 -7.0210 1.1780  -0.257
H -1.2343 -1.5342 0.7096  0.067
Mg -6.2196 -7.2174 3.2690  1.178
C -1.5247 4.0170 -1.7934  -0.598
O 3.7863 -3.0264 6.8248  -0.240
Nb -0.9128 1.2586 0.4299  1.525
H -2.9723 -1.8635 -1.0571  0.046
F 1.0035 -2.4706 2.8945  -0.162
H 0.2247 -1.5993 -2.9502  0.070
H -2.0068 2.0264 1.7527  -0.120
H 1.2350 0.6744 -0.9785  0.059
F 1.8093 -6.3357 5.9382  -0.258
C 5.9782 5.3675 1.1570  -0.212
O -4.9215 -2.2432 4.0815  -0.358
H -2.2952 4.3041 -1.0917  0.063
Br -0.9165 -2.5829 -6.1284  0.685
O 0.5841 0.8674 1.8843  -0.523
H 4.5286 3.8286 -1.5185  0.110